No. 1
{
  "formula": "C7H14OS",
  "method": "ωB97M-V/def2-TZVPD",
  "elements": ["O", "S", "C", "C", "C", "C", "C", "C", "C", "H", "H", "H", "H", "H", "H", "H", "H", "H", "H", "H", "H", "H", "H"],
  "coordinates": [[1.171, 0.303, 0.757], [-0.536, 1.605, -0.837], [1.972, 2.521, 0.114], [0.967, -1.938, 1.582], [-2.801, 0.036, -1.080], [1.205, 1.256, -0.336], [-0.874, -1.037, 0.152], [0.666, -1.011, 0.417], [-1.244, -0.079, -1.021], [2.938, 2.157, 0.444], [1.471, 2.979, 0.967], [2.089, 3.250, -0.743], [0.697, -2.967, 1.301], [0.359, -1.565, 2.429], [2.030, -1.935, 1.874], [-3.211, 0.424, -0.120], [-3.207, -0.958, -1.294], [-3.052, 0.748, -1.871], [1.718, 0.853, -1.214], [-1.389, -0.752, 1.086], [-1.214, -2.062, -0.135], [1.125, -1.348, -0.504], [-0.880, -0.479, -1.969]],
  "e_lumo_ev": 1.004,
  "charge": 0,
  "energy_ha": -748.536634,
  "homo_lumo_gap_ev": 9.6,
  "homo_energy_ha": -0.315,
  "molar_mass_g_mol": 146.26,
  "de_lowest_kj_mol": 15.11
}



No. 2
{
  "formula": "C7H75NO30",
  "method": "ωB97M-V/def2-TZVPD",
  "elements": ["C", "O", "C", "C", "N", "C", "C", "C", "C", "H", "H", "H", "H", "H", "H", "H", "H", "H", "H", "H", "H", "H", "H", "H", "H", "H", "O", "H", "H", "O", "H", "H", "O", "H", "H", "O", "H", "H", "O", "H", "H", "O", "H", "H", "O", "H", "H", "O", "H", "H", "O", "H", "H", "O", "H", "H", "O", "H", "H", "O", "H", "H", "O", "H", "H", "O", "H", "H", "O", "H", "H", "O", "H", "H", "O", "H", "H", "O", "H", "H", "O", "H", "H", "O", "H", "H", "O", "H", "H", "O", "H", "H", "O", "H", "H", "O", "H", "H", "O", "H", "H", "O", "H", "H", "O", "H", "H", "O", "H", "H", "O", "H", "H"],
  "coordinates": [[-1.903, 0.589, 3.409], [-2.526, 0.323, 2.165], [-1.827, -0.487, 1.238], [-2.131, -1.954, 1.324], [-1.760, -2.461, 2.651], [-1.319, -2.694, 0.264], [-1.790, -2.472, -1.180], [-2.673, -3.628, -1.658], [-0.601, -2.248, -2.108], [-0.925, 0.112, 3.469], [-2.515, 0.224, 4.232], [-1.773, 1.661, 3.537], [-2.156, -0.158, 0.255], [-0.749, -0.303, 1.281], [-3.201, -2.073, 1.113], [-2.106, -3.409, 2.760], [-2.239, -1.919, 3.363], [-1.342, -3.757, 0.503], [-0.279, -2.373, 0.375], [-2.416, -1.577, -1.229], [-2.767, -3.608, -2.741], [-2.268, -4.586, -1.335], [-3.656, -3.511, -1.218], [0.148, -3.014, -1.937], [-0.151, -1.275, -1.904], [-0.903, -2.265, -3.153], [-2.730, 1.503, 6.440], [-3.381, 0.819, 6.625], [-3.252, 2.305, 6.327], [-0.930, 1.487, -1.162], [-1.648, 2.132, -1.202], [-0.860, 1.278, -0.226], [0.308, 3.259, -3.580], [0.383, 2.566, -4.247], [0.092, 2.762, -2.778], [-3.996, 1.064, -1.518], [-3.944, 0.380, -2.197], [-4.113, 0.572, -0.698], [-5.784, -2.275, -1.007], [-5.977, -3.168, -0.698], [-6.523, -1.726, -0.713], [2.281, 0.937, -4.503], [2.741, 1.656, -4.960], [2.794, 0.798, -3.701], [1.478, -0.933, 2.554], [0.623, -1.394, 2.554], [1.715, -0.809, 3.480], [0.269, -0.127, -6.550], [0.788, 0.244, -5.826], [0.567, 0.350, -7.330], [3.757, -1.857, 1.022], [3.452, -1.651, 0.136], [2.977, -1.703, 1.579], [1.057, 1.505, 0.880], [1.329, 0.743, 1.424], [1.348, 1.272, -0.010], [3.025, 2.388, 2.868], [3.791, 2.115, 2.350], [2.283, 2.396, 2.248], [-6.391, -1.715, -4.030], [-7.159, -1.138, -4.056], [-6.278, -1.945, -3.099], [0.460, -5.410, -2.048], [1.209, -5.649, -2.613], [-0.304, -5.465, -2.631], [4.389, 1.370, -6.395], [4.699, 0.744, -5.726], [4.795, 1.074, -7.214], [5.832, 3.147, 2.997], [5.176, 3.857, 3.052], [5.969, 2.897, 3.916], [3.247, 2.911, -2.443], [2.370, 2.845, -2.853], [3.328, 3.851, -2.240], [-2.876, 3.645, -0.054], [-3.017, 4.251, 0.679], [-3.753, 3.440, -0.394], [6.085, -0.393, -4.700], [6.099, -1.171, -4.122], [7.008, -0.173, -4.852], [2.742, -5.563, -4.017], [3.216, -5.143, -3.288], [2.860, -4.975, -4.768], [-3.354, 3.789, 8.133], [-2.488, 3.368, 8.168], [-3.670, 3.813, 9.042], [-6.317, 3.351, 8.319], [-6.887, 4.021, 7.930], [-5.557, 3.286, 7.729], [3.293, -3.619, -1.838], [2.923, -3.922, -0.999], [3.012, -2.702, -1.922], [5.172, 4.381, -0.580], [5.310, 3.666, -1.210], [4.992, 3.937, 0.255], [-7.015, 0.513, -0.926], [-6.432, 0.871, -0.249], [-6.809, 1.037, -1.707], [5.926, -2.201, -2.420], [5.133, -2.751, -2.491], [5.995, -1.973, -1.486], [-5.410, -3.337, 2.161], [-5.701, -3.543, 3.055], [-5.496, -2.381, 2.085], [3.598, 4.899, 4.046], [3.256, 4.016, 4.237], [2.928, 5.519, 4.353], [7.386, -4.470, -0.921], [7.072, -3.837, -1.577], [6.650, -4.612, -0.320], [1.454, 6.962, 3.291], [1.079, 7.807, 3.026], [2.161, 6.796, 2.657]],
  "e_lumo_ev": -0.337,
  "charge": 0,
  "energy_ha": -2623.645619,
  "homo_lumo_gap_ev": 9.6,
  "homo_energy_ha": -0.366,
  "molar_mass_g_mol": 653.65
}



No. 3
{
  "formula": "C4H7ClO",
  "method": "ωB97M-V/def2-TZVPD",
  "elements": ["C", "C", "C", "C", "O", "Cl", "H", "H", "H", "H", "H", "H", "H"],
  "coordinates": [[-0.236, -0.932, -1.036], [-0.761, -0.289, -2.018], [1.030, 1.139, 0.346], [0.433, 1.041, 1.742], [1.824, 0.486, -0.241], [0.317, 2.608, -0.377], [-0.790, -1.106, -0.084], [0.674, -1.420, -1.020], [-0.401, -0.417, -3.007], [-1.557, 0.304, -1.740], [0.655, 1.964, 2.251], [1.102, 0.324, 2.411], [-0.586, 0.736, 1.570]],
  "e_lumo_ev": 0.822,
  "charge": 0,
  "energy_ha": -691.977676,
  "homo_lumo_gap_ev": 10.7,
  "homo_energy_ha": -0.365,
  "molar_mass_g_mol": 106.55,
  "de_lowest_kj_mol": 179.17
}



No. 4
{
  "formula": "C51H65F15INO16",
  "method": "ωB97M-V/def2-TZVPD",
  "elements": ["C", "C", "C", "O", "C", "C", "C", "C", "C", "C", "C", "C", "C", "C", "C", "I", "C", "C", "N", "O", "C", "O", "C", "C", "O", "C", "C", "C", "C", "C", "C", "C", "C", "C", "C", "C", "C", "O", "O", "H", "H", "H", "H", "H", "H", "H", "H", "H", "H", "H", "H", "H", "H", "H", "H", "H", "H", "H", "H", "H", "H", "H", "H", "H", "H", "H", "H", "H", "H", "H", "H", "H", "H", "H", "H", "H", "H", "H", "H", "C", "C", "O", "C", "O", "C", "F", "F", "F", "H", "H", "H", "H", "H", "C", "C", "O", "C", "O", "C", "F", "F", "F", "H", "H", "H", "H", "H", "C", "C", "O", "C", "O", "C", "F", "F", "F", "H", "H", "H", "H", "H", "C", "C", "O", "C", "O", "C", "F", "F", "F", "H", "H", "H", "H", "H", "C", "C", "O", "C", "O", "C", "F", "F", "F", "H", "H", "H", "H", "H"],
  "coordinates": [[-3.215, 3.476, 4.580], [-2.926, 4.939, 4.009], [-1.587, 4.878, 3.191], [-1.772, 4.393, 1.850], [-0.522, 4.667, 1.159], [-0.259, 3.657, -0.022], [-1.538, 2.824, -0.417], [-2.781, 3.627, -0.905], [-2.931, 5.071, -0.968], [-4.193, 5.635, -1.414], [-5.349, 4.831, -1.812], [-5.213, 3.380, -1.747], [-6.362, 2.370, -2.088], [-3.944, 2.816, -1.306], [0.591, 4.242, -1.245], [-0.106, 3.726, -3.273], [0.732, 5.812, -1.393], [1.643, 6.521, -0.331], [1.337, 7.690, 0.091], [1.959, 3.859, -0.921], [2.040, 3.373, 0.407], [2.911, 3.556, 1.194], [0.711, 2.496, 0.510], [0.413, 1.940, 1.975], [0.566, 0.530, 2.103], [-0.601, -0.198, 1.946], [-1.971, 0.225, 2.180], [-3.136, -0.627, 1.936], [-4.556, -0.024, 2.186], [-2.949, -1.986, 1.441], [-1.581, -2.451, 1.239], [-0.427, -1.601, 1.478], [1.026, -2.149, 1.253], [1.493, -2.144, -0.266], [1.040, -3.681, 1.725], [1.101, 1.326, -0.485], [2.613, 0.866, -0.338], [3.347, 0.938, -1.289], [3.166, 0.414, 0.847], [-4.043, 3.042, 3.969], [-3.461, 3.493, 5.677], [-2.310, 2.816, 4.484], [-2.746, 5.584, 4.916], [-3.786, 5.375, 3.451], [-0.870, 4.241, 3.792], [-1.151, 5.917, 3.146], [-0.579, 5.741, 0.851], [0.273, 4.617, 1.964], [-1.863, 2.286, 0.520], [-1.356, 2.023, -1.177], [-2.104, 5.734, -0.647], [-4.326, 6.745, -1.445], [-6.324, 5.258, -2.127], [-5.967, 1.381, -2.428], [-7.137, 2.802, -2.764], [-6.889, 2.155, -1.110], [-3.845, 1.689, -1.258], [1.222, 5.989, -2.393], [-0.235, 6.372, -1.431], [2.558, 6.061, 0.128], [0.473, 8.025, -0.356], [-0.533, 2.344, 2.407], [1.234, 2.392, 2.611], [-2.167, 1.260, 2.538], [-4.404, 1.074, 2.390], [-5.137, -0.539, 2.984], [-5.090, -0.053, 1.192], [-3.819, -2.639, 1.221], [-1.396, -3.479, 0.865], [1.791, -1.638, 1.887], [0.782, -1.530, -0.870], [2.552, -1.776, -0.302], [1.501, -3.192, -0.663], [2.071, -4.068, 1.910], [0.565, -4.290, 0.902], [0.362, -3.781, 2.609], [1.023, 1.614, -1.569], [0.482, 0.402, -0.380], [3.023, 1.041, 1.580], [-4.067, -0.190, -7.662], [-5.037, -1.071, -6.902], [-4.521, -1.389, -5.598], [-4.715, -0.466, -4.651], [-5.273, 0.580, -4.819], [-4.163, -0.959, -3.312], [-2.952, -1.529, -3.436], [-4.966, -1.882, -2.754], [-4.031, 0.033, -2.415], [-3.080, -0.656, -7.707], [-4.422, -0.016, -8.679], [-3.943, 0.775, -7.168], [-5.162, -2.019, -7.425], [-6.024, -0.612, -6.828], [6.774, -2.503, 2.782], [7.015, -3.998, 2.803], [6.627, -4.559, 4.069], [5.326, -4.831, 4.215], [4.491, -4.635, 3.380], [5.067, -5.466, 5.582], [5.722, -4.833, 6.571], [5.468, -6.751, 5.611], [3.769, -5.455, 5.910], [7.278, -2.022, 3.623], [7.143, -2.067, 1.852], [5.711, -2.274, 2.874], [8.080, -4.202, 2.687], [6.500, -4.500, 1.982], [3.033, -2.762, -4.833], [2.766, -3.693, -3.668], [2.571, -5.041, -4.129], [3.682, -5.750, -4.358], [4.797, -5.339, -4.211], [3.322, -7.172, -4.792], [2.328, -7.193, -5.698], [2.911, -7.915, -3.747], [4.359, -7.814, -5.342], [2.234, -2.838, -5.574], [3.101, -1.728, -4.492], [3.964, -3.023, -5.339], [1.844, -3.397, -3.166], [3.566, -3.647, -2.926], [-4.196, -4.858, 5.873], [-3.882, -3.484, 6.427], [-4.846, -2.520, 5.973], [-5.993, -2.464, 6.660], [-6.260, -3.153, 7.602], [-6.892, -1.364, 6.094], [-6.926, -1.376, 4.749], [-6.467, -0.140, 6.460], [-8.159, -1.470, 6.512], [-4.269, -4.824, 4.784], [-3.420, -5.572, 6.153], [-5.154, -5.224, 6.247], [-2.912, -3.150, 6.058], [-3.827, -3.493, 7.517], [5.877, 2.278, -4.097], [6.219, 1.332, -2.964], [6.696, 0.075, -3.478], [7.987, 0.030, -3.820], [8.751, 0.949, -3.732], [8.358, -1.375, -4.298], [7.437, -1.891, -5.132], [8.471, -2.232, -3.266], [9.526, -1.398, -4.952], [5.167, 1.812, -4.783], [5.441, 3.200, -3.709], [6.765, 2.533, -4.679], [5.323, 1.111, -2.386], [6.945, 1.773, -2.278]],
  "e_lumo_ev": -0.337,
  "charge": 0,
  "energy_ha": -5036.556904,
  "homo_lumo_gap_ev": 8.3,
  "homo_energy_ha": -0.317,
  "molar_mass_g_mol": 1359.95
}